# 1
The following is a quantum chemistry calculation of one molecule with the formula ClF2HSi, from the OMol25 dataset.

```
5
Properties=species:S:1:pos:R:3:forces:R:3
F 1.33359 -0.47954 -0.79230 -2.73 1.77 1.24
F -0.00192 -0.80729 1.23452 -0.17 -1.18 3.23
Si -0.18592 0.03903 -0.00623 6.00 -0.82 -2.41
Cl -0.19171 1.95399 0.36360 -0.27 1.11 0.03
H -0.95405 -0.70619 -0.79959 -2.83 -0.88 -2.10
```
Positions in Å, forces in eV/Å.

Properties
Max |F|: 6.52 eV/A
SMILES: F[SiH](F)Cl
Multiplicity: 1
HOMO-LUMO gap: 13.521 eV

---

# 2
The following is a quantum chemistry calculation of one molecule with the formula C3H5ClS, from the OMol25 dataset.

```
10
Properties=species:S:1:pos:R:3:forces:R:3
C 1.06106 0.31120 0.20382 2.40 6.03 -4.30
C 0.01404 0.65344 1.12950 -2.61 -0.25 -1.47
C 1.79745 -0.88596 0.17206 -0.18 -3.04 0.94
S 2.02476 1.90612 -0.96371 -2.60 -4.31 3.10
Cl 0.79842 -2.51724 0.07742 0.04 1.06 0.15
H -0.23386 1.70053 1.23107 0.36 0.29 -0.41
H -0.99724 0.14247 0.84905 1.83 0.35 0.73
H 0.42303 0.33079 2.03971 -0.10 -0.84 1.85
H 2.08277 -0.94687 1.26422 0.75 -0.15 -1.16
H 2.51899 -1.11953 -0.61177 0.12 0.87 0.58
```
Positions in Å, forces in eV/Å.

Properties
Max |F|: 7.79 eV/A
SMILES: CC(=S)CCl
Multiplicity: 1
HOMO-LUMO gap (alpha / beta): 6.785 / 6.783 eV